Record 1
{
  "formula": "C24H24CoIN3",
  "method": "the ωB97M-V functional and the def2-TZVPD basis",
  "symbols": ["C", "C", "H", "H", "H", "H", "H", "H", "C", "C", "C", "C", "H", "H", "H", "H", "N", "C", "C", "N", "C", "C", "C", "H", "H", "C", "H", "H", "Co", "I", "C", "C", "C", "C", "C", "C", "N", "C", "C", "C", "C", "C", "C", "H", "H", "H", "H", "H", "H", "H", "H", "H", "H"],
  "xyz": [[2.07, 3.63, -0.16], [2.48, 0.66, -0.31], [1.78, 4.23, -1.01], [3.07, 3.13, -0.37], [2.14, 4.33, 0.67], [1.68, 0.03, -0.63], [3.21, 1.00, -1.07], [2.97, 0.45, 0.64], [-1.28, 2.45, -1.61], [-2.63, 2.31, -1.97], [-3.09, 1.05, -2.33], [-2.17, 0.01, -2.35], [-0.89, 3.45, -1.41], [-3.28, 3.18, -1.96], [-4.12, 0.87, -2.61], [-2.46, -0.98, -2.67], [-0.44, 1.42, -1.46], [-0.83, 0.21, -1.97], [0.15, -0.87, -2.25], [1.45, -0.57, -2.16], [2.43, -1.47, -2.20], [0.83, -3.13, -2.78], [2.17, -2.79, -2.54], [3.43, -1.11, -1.91], [3.00, -3.49, -2.61], [-0.19, -2.18, -2.66], [-1.24, -2.43, -2.84], [0.57, -4.14, -3.05], [1.36, 1.95, -0.03], [-0.22, 3.51, 1.36], [-2.16, 1.66, 4.20], [-2.78, 1.43, 2.97], [-2.06, 0.94, 1.90], [-0.66, 0.71, 2.05], [-0.04, 0.92, 3.31], [-0.80, 1.38, 4.37], [0.10, 0.35, 0.98], [0.26, -1.01, 0.89], [1.54, -1.59, 0.98], [1.69, -2.96, 0.91], [0.58, -3.77, 0.74], [-0.70, -3.21, 0.65], [-0.88, -1.84, 0.76], [-2.74, 2.05, 5.03], [-3.83, 1.65, 2.83], [-2.50, 0.74, 0.92], [1.02, 0.69, 3.39], [-0.32, 1.55, 5.33], [2.41, -0.95, 1.13], [2.69, -3.38, 0.98], [0.70, -4.85, 0.69], [-1.57, -3.84, 0.50], [-1.86, -1.37, 0.75]],
  "mulliken_spin": [-0.02, -0.06, -0.01, 0.07, 0.01, 0.04, 0.02, -0.01, 0.00, 0.00, 0.00, 0.00, 0.01, 0.00, 0.00, 0.00, 0.03, -0.01, 0.00, 0.00, 0.01, 0.00, 0.00, 0.00, 0.00, 0.00, 0.00, 0.00, 2.02, 0.75, 0.03, -0.01, 0.11, -0.02, 0.03, -0.01, 0.07, -0.01, -0.01, 0.00, 0.00, 0.00, 0.01, 0.00, -0.01, -0.01, -0.01, 0.00, -0.01, 0.00, 0.00, 0.00, -0.01],
  "orbital_gap_ev": [6.558, 4.466],
  "max_force_ha_per_bohr": 0.126,
  "lumo_ev": [-0.23, -2.30],
  "total_energy_ha": -2773.414126,
  "mol_weight_g_mol": 540.3,
  "multiplicity": 4,
  "s2": 3.7982,
  "de_lowest_kcal_mol": 115.5
}

***

Record 2
{
  "formula": "C6H9F2NO5S2Tb",
  "method": "the ωB97M-V functional and the def2-TZVPD basis",
  "symbols": ["N", "S", "O", "S", "O", "C", "F", "F", "O", "C", "C", "O", "C", "C", "O", "C", "Tb", "H", "H", "H", "H", "H", "H", "H", "H", "H"],
  "xyz": [[-2.76, 2.31, -0.55], [-3.60, 2.52, -1.83], [-3.64, 3.94, -2.18], [-2.97, 0.87, 0.31], [-2.23, 1.24, 1.61], [-1.61, -0.23, -0.62], [-2.39, -1.14, -1.23], [-1.11, 0.51, -1.63], [-0.72, -2.08, 1.76], [-0.27, -2.87, 0.75], [0.39, -2.11, -0.34], [1.14, -1.16, 0.16], [2.35, -0.66, -0.47], [2.36, 0.84, -0.34], [2.30, 1.24, 1.02], [1.14, 1.75, 1.46], [-0.54, -0.14, 2.01], [-1.08, -3.44, 0.23], [0.49, -3.63, 1.06], [0.73, -2.59, -1.27], [2.35, -0.94, -1.53], [3.19, -1.12, 0.06], [1.49, 1.26, -0.87], [3.29, 1.23, -0.78], [1.21, 2.18, 2.46], [0.48, 2.21, 0.72]],
  "mulliken_spin": [0.00, 0.00, 0.00, 0.00, -0.01, -0.08, 0.00, 0.00, -0.01, 0.00, -0.01, -0.05, 0.01, -0.02, 0.22, 0.54, 6.35, 0.00, 0.00, 0.00, 0.00, 0.00, 0.00, 0.01, 0.03, 0.02],
  "orbital_gap_ev": [6.235, 6.450],
  "max_force_ha_per_bohr": 0.061,
  "lumo_ev": [-9.47, -9.33],
  "total_energy_ha": -2484.648821,
  "mol_weight_g_mol": 436.2,
  "multiplicity": 8,
  "s2": 16.2713,
  "charge": 2
}

***

Record 3
{
  "formula": "C10H13NO3",
  "method": "the ωB97M-V functional and the def2-TZVPD basis",
  "symbols": ["C", "C", "C", "C", "C", "C", "C", "C", "C", "C", "H", "H", "H", "H", "H", "H", "H", "H", "H", "H", "H", "H", "H", "N", "O", "O", "O"],
  "xyz": [[-2.16, -0.67, -0.60], [-1.33, 0.58, -0.63], [-0.99, 1.20, 0.84], [0.25, 0.28, 1.46], [1.39, 0.11, 0.60], [1.81, -1.29, 0.52], [3.07, -1.57, -0.14], [3.91, -0.52, -0.52], [3.30, 0.84, -0.84], [2.11, 1.10, -0.14], [-1.69, -1.61, -0.23], [-2.22, -0.69, -1.74], [-1.86, 1.31, -1.33], [-0.59, 0.17, -1.15], [-2.02, 1.20, 1.35], [-0.68, 2.37, 0.72], [0.44, 0.72, 2.53], [-0.13, -0.86, 1.38], [1.25, -2.02, 1.09], [3.63, -2.60, 0.21], [4.87, -0.85, -1.09], [3.70, 1.87, -1.46], [2.16, 2.20, -0.30], [-4.64, -0.29, -0.14], [-5.43, -0.10, 0.80], [-4.75, -0.04, -1.38], [-3.39, -0.83, 0.18]],
  "nbo_charge": [-0.09, -0.43, -0.41, -0.43, -0.05, -0.21, -0.22, -0.23, -0.18, -0.28, 0.21, 0.21, 0.22, 0.22, 0.23, 0.21, 0.24, 0.21, 0.22, 0.23, 0.22, 0.23, 0.24, 0.71, -0.32, -0.39, -0.37],
  "orbital_gap_ev": 8.989,
  "max_force_ha_per_bohr": 0.127,
  "lumo_ev": -0.09,
  "total_energy_ha": -668.984189,
  "mol_weight_g_mol": 195.2,
  "de_lowest_kcal_mol": 232.1,
  "smiles": "O=[N+]([O-])OCCCCc1ccccc1"
}